Density functional theory data (wB97M-V/def2-TZVPD) for 8 unconnected molecules or ions with the total composition C53H64F4N10O5PS at a distorted geometry.

Each atom is followed by the atoms it is bonded to, with distances in Å.
Geometry (Å):
1 C 10.491 -2.685 0.876  N2 1.462, H33 1.092, H34 1.083, H35 1.083
2 N 9.972 -1.423 0.353  C1 1.462, C3 1.473, C4 1.441
3 C 11.061 -0.431 0.319  N2 1.473, H36 1.082, H37 1.084, H38 1.087
4 C 9.436 -1.651 -0.964  N2 1.441, O5 1.221, C6 1.500
5 O 10.137 -1.901 -1.931  C4 1.221
6 C 7.944 -1.553 -1.084  C4 1.500, C7 1.524, H39 1.089, H40 1.081
7 C 7.547 -0.082 -1.052  C6 1.524, O8 1.379, C28 1.515, H41 1.100
8 O 6.221 0.213 -1.296  C7 1.379, P9 1.784
9 P 6.088 1.983 -1.115  O8 1.784, C10 1.895, C23 1.953, O27 1.771, H42 1.440, H43 1.448
10 C 4.201 1.802 -1.110  P9 1.895, C11 1.525, H44 1.086, H45 1.080
11 C 3.591 1.342 0.209  C10 1.525, C12 1.543, H46 1.087, H47 1.086
12 C 2.268 2.022 0.621  C11 1.543, C13 1.523, H48 1.093, H49 1.083
13 C 1.277 2.301 -0.502  C12 1.523, C14 1.554, H50 1.086, H51 1.084
14 C 0.454 1.040 -0.889  C13 1.554, C15 1.543, H52 1.082, H53 1.082
15 C -0.852 0.978 -0.069  C14 1.543, C16 1.528, H54 1.083, H55 1.084
16 C -0.783 -0.223 0.873  C15 1.528, S17 1.834, H56 1.082, H57 1.082
17 S -2.425 -0.642 1.575  C16 1.834, C18 1.756
18 C -3.379 -1.265 0.239  S17 1.756, N19 1.249, O22 1.363
19 N -4.064 -0.610 -0.575  C18 1.249, N20 1.390
20 N -4.661 -1.540 -1.418  N19 1.390, C21 1.243
21 C -4.282 -2.661 -1.036  N20 1.243, O22 1.334, H58 1.068
22 O -3.448 -2.607 0.004  C18 1.363, C21 1.334
23 C 6.097 3.860 -0.575  P9 1.953, F24 1.341, F25 1.346, F26 1.353
24 F 6.073 4.767 -1.562  C23 1.341
25 F 7.181 4.138 0.172  C23 1.346
26 F 5.077 4.165 0.260  C23 1.353
27 O 7.822 2.158 -1.426  P9 1.771, C28 1.413
28 C 8.336 0.919 -1.871  C7 1.515, O27 1.413, C29 1.562, H59 1.088
29 C 8.219 0.881 -3.429  C28 1.562, C30 1.503, H60 1.078, H61 1.084
30 C 7.908 -0.432 -4.091  C29 1.503, O31 1.220, F32 1.355
31 O 8.642 -0.977 -4.899  C30 1.220
32 F 6.716 -1.016 -3.821  C30 1.355
33 H 11.380 -3.017 0.336  C1 1.092
34 H 9.721 -3.447 0.847  C1 1.083
35 H 10.776 -2.565 1.914  C1 1.083
36 H 11.824 -0.740 1.021  C3 1.082
37 H 10.730 0.558 0.617  C3 1.084
38 H 11.552 -0.376 -0.649  C3 1.087
39 H 7.526 -1.998 -0.182  C6 1.089
40 H 7.559 -2.115 -1.923  C6 1.081
41 H 7.800 0.225 -0.026  C7 1.100
42 H 6.238 1.734 0.296  P9 1.440
43 H 5.931 2.258 -2.528  P9 1.448
44 H 3.813 2.756 -1.457  C10 1.086
45 H 3.979 1.048 -1.850  C10 1.080
46 H 3.403 0.273 0.167  C11 1.087
47 H 4.284 1.479 1.034  C11 1.086
48 H 1.764 1.331 1.303  C12 1.093
49 H 2.455 2.908 1.215  C12 1.083
50 H 0.602 3.073 -0.147  C13 1.086
51 H 1.740 2.696 -1.399  C13 1.084
52 H 1.078 0.176 -0.703  C14 1.082
53 H 0.248 1.114 -1.948  C14 1.082
54 H -1.721 0.909 -0.710  C15 1.083
55 H -0.990 1.854 0.555  C15 1.084
56 H -0.404 -1.098 0.360  C16 1.082
57 H -0.163 -0.001 1.732  C16 1.082
58 H -4.569 -3.604 -1.444  C21 1.068
59 H 9.407 0.955 -1.682  C28 1.088
60 H 9.181 1.154 -3.830  C29 1.078
61 H 7.505 1.609 -3.795  C29 1.084
62 N 1.673 4.373 3.686  C63 1.331, C67 1.330
63 C 2.918 4.592 4.102  N62 1.331, C64 1.388, H68 1.085
64 C 3.288 4.610 5.439  C63 1.388, C65 1.385, H69 1.081
65 C 2.311 4.391 6.395  C64 1.385, C66 1.385, H70 1.083
66 C 1.009 4.161 5.979  C65 1.385, C67 1.387, H71 1.082
67 C 0.746 4.161 4.618  N62 1.330, C66 1.387, H72 1.085
68 H 3.650 4.760 3.319  C63 1.085
69 H 4.317 4.790 5.720  C64 1.081
70 H 2.559 4.397 7.449  C65 1.083
71 H 0.216 3.985 6.692  C66 1.082
72 H -0.257 3.980 4.246  C67 1.085
73 N 2.308 0.041 -3.916  C74 1.331, C78 1.330
74 C 1.276 -0.301 -4.684  N73 1.331, C75 1.387, H79 1.086
75 C 1.408 -0.902 -5.926  C74 1.387, C76 1.387, H80 1.082
76 C 2.686 -1.161 -6.398  C75 1.387, C77 1.384, H81 1.083
77 C 3.771 -0.814 -5.611  C76 1.384, C78 1.388, H82 1.081
78 C 3.526 -0.219 -4.381  N73 1.330, C77 1.388, H83 1.086
79 H 0.294 -0.076 -4.277  C74 1.086
80 H 0.533 -1.159 -6.508  C75 1.082
81 H 2.833 -1.629 -7.364  C76 1.083
82 H 4.786 -0.999 -5.937  C77 1.081
83 H 4.344 0.065 -3.725  C78 1.086
84 N -6.503 -4.907 -0.255  C85 1.331, C89 1.333
85 C -7.158 -4.498 0.829  N84 1.331, C86 1.386, H90 1.085
86 C -7.997 -5.309 1.577  C85 1.386, C87 1.384, H91 1.081
87 C -8.168 -6.622 1.174  C86 1.384, C88 1.386, H92 1.083
88 C -7.495 -7.069 0.048  C87 1.386, C89 1.385, H93 1.081
89 C -6.678 -6.176 -0.626  N84 1.333, C88 1.385, H94 1.085
90 H -6.994 -3.460 1.101  C85 1.085
91 H -8.501 -4.918 2.450  C86 1.081
92 H -8.815 -7.289 1.730  C87 1.083
93 H -7.600 -8.087 -0.301  C88 1.081
94 H -6.132 -6.485 -1.511  C89 1.085
95 N 0.974 -3.687 0.162  C96 1.332, C100 1.331
96 C -0.032 -4.059 -0.628  N95 1.332, C97 1.386, H101 1.085
97 C 0.145 -4.580 -1.900  C96 1.386, C98 1.386, H102 1.082
98 C 1.438 -4.720 -2.379  C97 1.386, C99 1.384, H103 1.083
99 C 2.494 -4.337 -1.572  C98 1.384, C100 1.387, H104 1.081
100 C 2.209 -3.830 -0.313  N95 1.331, C99 1.387, H105 1.084
101 H -1.021 -3.915 -0.204  C96 1.085
102 H -0.709 -4.865 -2.501  C97 1.082
103 H 1.618 -5.120 -3.369  C98 1.083
104 H 3.518 -4.425 -1.908  C99 1.081
105 H 3.005 -3.516 0.353  C100 1.084
106 N -6.918 1.541 -2.984  C107 1.332, C111 1.336
107 C -7.330 2.413 -3.902  N106 1.332, C108 1.386, H112 1.085
108 C -6.590 2.765 -5.019  C107 1.386, C109 1.386, H113 1.082
109 C -5.346 2.179 -5.192  C108 1.386, C110 1.384, H114 1.083
110 C -4.899 1.271 -4.248  C109 1.384, C111 1.388, H115 1.081
111 C -5.718 0.984 -3.165  N106 1.336, C110 1.388, H116 1.084
112 H -8.308 2.851 -3.726  C107 1.085
113 H -6.977 3.479 -5.733  C108 1.082
114 H -4.735 2.428 -6.051  C109 1.083
115 H -3.934 0.792 -4.345  C110 1.081
116 H -5.405 0.276 -2.407  C111 1.084
117 N -7.902 -0.478 2.865  C118 1.333, C122 1.331
118 C -7.730 -0.163 1.581  N117 1.333, C119 1.387, H123 1.085
119 C -8.747 0.300 0.759  C118 1.387, C120 1.385, H124 1.082
120 C -10.015 0.438 1.299  C119 1.385, C121 1.386, H125 1.083
121 C -10.214 0.112 2.631  C120 1.386, C122 1.387, H126 1.082
122 C -9.128 -0.338 3.366  N117 1.331, C121 1.387, H127 1.085
123 H -6.723 -0.284 1.198  C118 1.085
124 H -8.545 0.545 -0.276  C119 1.082
125 H -10.836 0.796 0.690  C120 1.083
126 H -11.188 0.207 3.093  C121 1.082
127 H -9.235 -0.600 4.413  C122 1.085
128 N -10.284 2.537 6.340  C129 1.332, C133 1.331
129 C -9.209 2.228 5.616  N128 1.332, C130 1.387, H134 1.081
130 C -7.908 2.317 6.091  C129 1.387, C131 1.384, H135 1.081
131 C -7.713 2.756 7.389  C130 1.384, C132 1.386, H136 1.083
132 C -8.819 3.084 8.156  C131 1.386, C133 1.386, H137 1.081
133 C -10.077 2.955 7.586  N128 1.331, C132 1.386, H138 1.085
134 H -9.407 1.894 4.607  C129 1.081
135 H -7.075 2.048 5.456  C130 1.081
136 H -6.714 2.840 7.797  C131 1.083
137 H -8.711 3.432 9.175  C132 1.081
138 H -10.969 3.199 8.152  C133 1.085

The value obtained for the HOMO energy is -5.2 eV. The gap between HOMO and LUMO is 6.97 eV. The charge is -1. The calculation puts the total energy at -4120.7086 Eh.

Here are the Mulliken charges for atoms 1 to 6, given in e:
1. C -1.10
2. N 0.16
3. C -1.08
4. C 0.04
5. O -0.60
6. C -0.39